(1)
{"formula": "C5H6O2S", "method": "ωB97M-V/def2-TZVPD", "elements": ["O", "C", "C", "C", "C", "C", "S", "O", "H", "H", "H", "H", "H", "H"], "coordinates": [[2.28, -1.27, -1.06], [1.58, -1.61, 0.11], [1.06, -0.33, 0.71], [-0.01, -0.48, 1.73], [-1.12, 0.03, 1.24], [-0.88, 0.61, -0.07], [-1.90, 1.43, -1.00], [0.45, 0.43, -0.32], [1.72, -0.60, -1.51], [2.29, -2.13, 0.76], [0.70, -2.19, -0.15], [1.92, 0.24, 1.19], [0.26, -0.83, 2.68], [-2.07, -0.01, 1.80]], "mulliken_charge": [-0.532, -0.555, 0.429, -0.539, -0.263, 0.013, -0.303, -0.408, 0.374, 0.320, 0.337, 0.265, 0.465, 0.397], "gap_ev": 8.7, "charge": 0, "energy_ha": -742.749104, "multiplicity": 1, "smiles": "OC[C@@H]1C=CC(=S)O1", "e_above_lowest_ev": 0.974}

***

(2)
{"formula": "C28H23AsBrClF6I2N2O7S2Zn", "method": "ωB97M-V/def2-TZVPD", "elements": ["Zn", "I", "C", "I", "H", "H", "F", "C", "F", "F", "S", "O", "O", "N", "S", "O", "O", "C", "F", "F", "F", "Cl", "C", "C", "O", "O", "H", "H", "Br", "C", "C", "C", "C", "N", "C", "H", "H", "H", "H", "O", "As", "C", "C", "C", "C", "C", "C", "C", "C", "C", "C", "C", "C", "C", "C", "C", "C", "C", "C", "H", "H", "H", "H", "H", "H", "H", "H", "H", "H", "H", "H", "H", "H", "H"], "coordinates": [[0.90, 0.79, -1.16], [3.54, -2.63, -0.55], [3.57, -1.30, -2.19], [1.74, -1.23, -3.29], [4.35, -1.63, -2.87], [3.75, -0.30, -1.80], [-0.05, 5.27, -3.71], [-0.29, 4.03, -3.31], [-1.20, 3.48, -4.14], [-0.87, 4.09, -2.12], [1.34, 3.08, -3.58], [1.19, 1.76, -2.93], [1.36, 3.01, -4.99], [2.48, 3.98, -2.99], [2.51, 4.04, -1.41], [3.75, 3.67, -0.83], [1.28, 3.53, -0.89], [2.42, 5.88, -1.10], [3.26, 6.54, -1.90], [1.19, 6.34, -1.31], [2.76, 6.15, 0.16], [1.90, 3.01, 2.92], [2.84, 1.88, 1.95], [1.99, 1.31, 0.83], [0.76, 1.22, 0.94], [2.60, 0.92, -0.21], [3.19, 1.08, 2.60], [3.67, 2.42, 1.50], [-4.15, 2.32, 1.01], [-3.18, 1.81, -0.52], [-3.80, 1.71, -1.76], [-3.04, 1.28, -2.83], [-1.70, 0.98, -2.63], [-1.11, 1.11, -1.44], [-1.83, 1.52, -0.40], [-4.85, 1.96, -1.87], [-3.47, 1.19, -3.81], [-1.07, 0.64, -3.44], [-1.31, 1.63, 0.54], [0.58, -1.10, -0.54], [-0.10, -1.75, 0.82], [0.49, -1.19, 2.58], [1.69, -1.72, 3.06], [2.19, -1.28, 4.28], [1.51, -0.31, 5.00], [0.31, 0.21, 4.52], [-0.19, -0.23, 3.31], [-2.03, -1.64, 0.61], [-2.47, -1.73, -0.70], [-3.83, -1.72, -0.98], [-4.74, -1.63, 0.06], [-4.30, -1.60, 1.38], [-2.94, -1.61, 1.66], [0.11, -3.67, 0.70], [0.03, -4.46, 1.84], [0.02, -5.84, 1.73], [0.06, -6.43, 0.48], [0.11, -5.65, -0.67], [0.13, -4.26, -0.56], [2.22, -2.46, 2.47], [3.12, -1.68, 4.65], [1.91, 0.05, 5.94], [-0.21, 0.97, 5.08], [-1.10, 0.21, 2.90], [-1.75, -1.80, -1.50], [-4.17, -1.78, -2.00], [-5.80, -1.61, -0.14], [-5.01, -1.56, 2.18], [-2.59, -1.59, 2.68], [-0.01, -3.98, 2.81], [-0.03, -6.45, 2.62], [0.05, -7.51, 0.39], [0.13, -6.11, -1.64], [0.18, -3.64, -1.45]], "mulliken_charge": [1.464, 0.106, -0.459, 0.136, 0.602, -0.063, -0.243, 0.665, -0.235, -0.171, 1.166, -0.149, -0.704, -0.706, 1.137, -0.688, -0.683, 0.530, -0.228, -0.205, -0.212, -0.230, -0.503, 0.511, -0.759, -0.976, 0.282, 0.461, -0.135, -0.632, -0.412, -1.022, -0.828, 2.326, -0.612, 0.530, 0.571, 0.330, 0.582, 0.181, 0.140, 0.292, -0.326, -0.939, -0.505, -0.929, -0.121, 0.524, -0.509, -0.718, -0.524, -0.887, -0.093, 0.517, -0.474, -0.753, -0.468, -0.722, -0.023, 0.345, 0.416, 0.403, 0.432, 0.329, 0.331, 0.442, 0.429, 0.429, 0.492, 0.361, 0.426, 0.391, 0.425, 0.142], "gap_ev": 9.0, "charge": 0, "energy_ha": -10757.297792, "multiplicity": 1, "e_above_lowest_ev": 0.021}

***

(3)
{"formula": "C3H2S", "method": "ωB97M-V/def2-TZVPD", "elements": ["S", "C", "C", "C", "H", "H"], "coordinates": [[-1.62, 2.29, 0.60], [-0.34, 0.50, 0.18], [0.77, -0.07, -0.45], [-0.10, -0.88, 0.20], [1.67, 0.02, -1.03], [-0.38, -1.86, 0.50]], "mulliken_charge": [-0.293, -0.399, -0.003, 0.009, 0.343, 0.343], "gap_ev": 7.8, "charge": 0, "energy_ha": -513.502497, "multiplicity": 1, "smiles": "S=c1cc1", "e_above_lowest_ev": 2.672}

***

(4)
{"formula": "C21H44CuKN3O14", "method": "ωB97M-V/def2-TZVPD", "elements": ["K", "Cu", "N", "O", "O", "O", "C", "C", "C", "O", "C", "C", "C", "O", "O", "O", "H", "H", "C", "O", "C", "C", "N", "C", "C", "O", "C", "H", "H", "H", "H", "H", "H", "H", "H", "H", "H", "H", "H", "H", "H", "H", "C", "O", "C", "C", "N", "C", "C", "O", "C", "H", "H", "H", "H", "H", "H", "H", "H", "H", "H", "H", "H", "H", "H", "H", "C", "O", "H", "H", "H", "H", "C", "O", "H", "H", "H", "H", "C", "O", "H", "H", "H", "H"], "coordinates": [[2.23, -3.23, 3.30], [0.57, 1.43, -1.44], [0.36, -0.24, 1.52], [1.04, -1.30, 1.64], [0.38, 0.44, 0.49], [-0.35, 0.11, 2.48], [-3.45, 2.88, -2.07], [-4.01, 3.75, -3.01], [-3.15, 4.22, -4.14], [-3.57, 5.08, -4.93], [-1.86, 3.72, -4.26], [-1.27, 2.77, -3.35], [-2.11, 2.34, -2.14], [-1.58, 1.66, -1.27], [-0.10, 2.37, -3.39], [-5.15, 4.18, -2.80], [-4.10, 2.42, -1.33], [-1.19, 4.04, -5.04], [-0.92, -1.49, -2.28], [0.19, -0.62, -2.28], [1.38, -1.33, -2.64], [2.38, -0.33, -3.24], [2.60, 0.84, -2.36], [3.54, 1.77, -3.03], [5.03, 1.48, -2.75], [5.38, 0.31, -3.46], [6.67, -0.21, -3.21], [-1.76, -0.95, -1.84], [-0.75, -2.38, -1.67], [-1.21, -1.75, -3.31], [1.18, -2.12, -3.37], [1.75, -1.82, -1.73], [2.06, -0.12, -4.26], [3.31, -0.90, -3.34], [3.06, 0.37, -1.58], [3.38, 2.73, -2.54], [3.33, 1.85, -4.09], [5.10, 1.31, -1.67], [5.56, 2.37, -3.08], [6.75, -0.87, -2.34], [7.41, 0.59, -3.21], [6.92, -0.82, -4.09], [-6.30, 0.73, 0.57], [-5.31, -0.17, 0.98], [-4.14, -0.08, 0.19], [-3.02, -0.94, 0.76], [-3.42, -2.35, 0.63], [-2.40, -3.29, 1.02], [-1.95, -3.16, 2.51], [-3.03, -2.98, 3.39], [-2.62, -2.44, 4.61], [-7.17, 0.64, 1.23], [-6.71, 0.48, -0.41], [-6.00, 1.77, 0.71], [-3.73, 0.93, 0.06], [-4.37, -0.43, -0.82], [-2.76, -0.72, 1.80], [-2.14, -0.75, 0.15], [-4.28, -2.52, 1.12], [-1.52, -3.24, 0.37], [-2.80, -4.30, 0.92], [-1.19, -2.38, 2.61], [-1.35, -4.04, 2.79], [-1.99, -3.15, 5.17], [-3.47, -2.27, 5.28], [-2.14, -1.47, 4.48], [0.36, -0.70, 5.90], [0.53, -1.29, 4.62], [-0.53, -0.06, 5.87], [0.23, -1.44, 6.70], [1.20, -0.04, 6.14], [0.25, -0.64, 3.94], [1.92, 2.33, 3.51], [2.21, 3.70, 3.32], [2.15, 2.02, 4.52], [0.86, 2.12, 3.33], [2.34, 1.68, 2.73], [2.02, 3.92, 2.40], [4.52, -1.86, 0.71], [3.70, -0.75, 0.39], [4.18, -2.44, 1.58], [4.47, -2.49, -0.20], [5.58, -1.62, 0.80], [2.79, -0.87, 0.74]], "mulliken_charge": [0.969, 0.116, 0.674, -0.631, -0.142, -0.694, -0.749, 0.462, 0.214, -0.624, -0.739, 0.483, 0.637, 0.029, -0.625, -0.619, 0.389, 0.475, -0.760, 0.167, -0.658, -0.688, 0.546, -0.887, -0.566, -0.254, -0.776, -0.135, 0.401, 0.360, 0.454, 0.232, 0.461, 0.350, -0.142, 0.336, 0.422, 0.306, 0.459, 0.240, 0.339, 0.259, -0.773, -0.382, -0.821, 1.151, -0.349, -0.804, -0.249, -0.427, -0.555, 0.279, 0.323, 0.295, 0.207, 0.392, 0.119, -0.778, 0.387, -0.018, 0.479, 0.183, 0.561, 0.267, 0.347, 0.119, -0.880, -0.309, 0.307, 0.324, 0.284, 0.217, -0.248, -0.550, 0.225, 0.226, 0.101, 0.313, -0.405, -0.382, -0.108, 0.287, 0.279, 0.281], "gap_ev": [5.9, 5.4], "charge": 0, "energy_ha": -4284.309125, "multiplicity": 2, "s2": 0.79}

***

(5)
{"formula": "C3H9N2", "method": "ωB97M-V/def2-TZVPD", "elements": ["C", "N", "C", "N", "C", "H", "H", "H", "H", "H", "H", "H", "H", "H"], "coordinates": [[1.42, -0.63, 1.08], [1.25, 0.58, 0.76], [-0.03, 1.02, 0.14], [-0.87, -0.11, 0.08], [-1.15, -0.66, -1.24], [0.60, -1.32, 0.90], [2.34, -0.96, 1.54], [1.97, 1.28, 0.90], [-0.39, 1.85, 0.76], [0.24, 1.43, -0.85], [-1.71, -0.03, 0.64], [-1.65, -1.62, -1.12], [-1.80, -0.01, -1.84], [-0.22, -0.82, -1.77]], "mulliken_charge": [-0.232, 0.021, -0.427, -0.329, -0.922, 0.385, 0.292, 0.252, 0.367, 0.358, 0.212, 0.330, 0.343, 0.350], "gap_ev": 9.4, "charge": 1, "energy_ha": -228.933714, "multiplicity": 1, "smiles": "C=[NH+]CNC", "e_above_lowest_ev": 1.445}

***

(6)
{"formula": "C15H27NO3S", "method": "ωB97M-V/def2-TZVPD", "elements": ["C", "C", "C", "C", "C", "C", "C", "C", "C", "O", "N", "C", "C", "C", "S", "O", "O", "C", "C", "C", "H", "H", "H", "H", "H", "H", "H", "H", "H", "H", "H", "H", "H", "H", "H", "H", "H", "H", "H", "H", "H", "H", "H", "H", "H", "H", "H"], "coordinates": [[1.86, 2.36, 3.86], [1.56, 2.64, 2.39], [2.24, 1.66, 1.44], [1.71, 0.23, 1.58], [2.22, -0.71, 0.48], [1.83, -2.17, 0.79], [0.43, -2.48, 0.29], [0.41, -2.48, -1.25], [-0.98, -2.23, -1.81], [-1.55, -2.98, -2.57], [-1.53, -1.05, -1.41], [-2.87, -0.64, -1.77], [-2.83, 0.61, -2.67], [-2.34, 1.78, -1.84], [-2.76, 1.31, -0.12], [-3.63, 2.28, 0.49], [-1.54, 0.99, 0.58], [-3.63, -0.24, -0.52], [1.42, -1.47, -1.82], [1.67, -0.28, -0.89], [1.42, 3.14, 4.49], [2.94, 2.35, 4.03], [1.45, 1.41, 4.17], [1.89, 3.65, 2.15], [0.48, 2.59, 2.23], [3.32, 1.66, 1.62], [2.07, 2.01, 0.42], [2.01, -0.16, 2.55], [0.62, 0.27, 1.55], [3.31, -0.65, 0.47], [2.54, -2.85, 0.31], [1.89, -2.34, 1.86], [-0.26, -1.74, 0.69], [0.11, -3.46, 0.65], [0.69, -3.48, -1.61], [-1.07, -0.49, -0.71], [-3.32, -1.49, -2.30], [-2.19, 0.42, -3.53], [-3.84, 0.80, -3.04], [-2.83, 2.72, -2.06], [-1.26, 1.90, -1.88], [-3.51, -0.94, 0.30], [-4.67, -0.02, -0.70], [1.07, -1.11, -2.79], [2.37, -1.98, -1.99], [0.74, 0.28, -0.74], [2.37, 0.39, -1.38]], "mulliken_charge": [-1.228, -0.395, -0.619, -0.725, 0.430, -1.272, -0.851, 0.650, 0.044, -0.721, 0.479, -0.329, -0.833, -0.677, 0.986, -0.748, -0.530, -1.045, -1.348, -0.631, 0.394, 0.289, 0.289, 0.396, 0.141, 0.304, 0.363, 0.452, 0.153, 0.535, 0.401, 0.524, 0.225, 0.500, 0.461, -0.441, 0.584, 0.382, 0.402, 0.506, 0.244, 0.386, 0.432, 0.485, 0.419, 0.079, 0.458], "gap_ev": 10.2, "charge": 0, "energy_ha": -1266.447127, "multiplicity": 1, "smiles": "CCCC[C@H]1CC[C@@H](C(=O)N[C@@H]2CCS(=O)(=O)C2)CC1", "e_above_lowest_ev": 0.224}

***

(7)
{"formula": "C7H11NPPb", "method": "ωB97M-V/def2-TZVPD", "elements": ["C", "C", "C", "C", "C", "Pb", "P", "H", "H", "H", "H", "H", "H", "H", "H", "C", "C", "N", "H", "H", "H"], "coordinates": [[0.29, 0.61, -2.19], [0.07, -0.08, -3.36], [-0.25, -1.46, -3.40], [-0.35, -2.32, -2.28], [-0.18, -1.89, -0.98], [0.00, 0.00, -0.28], [0.14, 2.29, 0.46], [0.64, 1.65, -2.34], [0.20, 0.43, -4.32], [-0.37, -1.92, -4.39], [-0.19, -2.70, -0.23], [-0.53, -3.38, -2.47], [-0.95, 2.83, 1.20], [0.28, 3.28, -0.54], [1.21, 2.65, 1.32], [0.00, 0.00, 4.50], [0.00, 0.00, 2.98], [0.00, 0.00, 1.72], [0.91, -0.52, 4.87], [-0.91, -0.52, 4.87], [0.00, 1.05, 4.87]], "mulliken_charge": [-0.758, -0.439, -0.101, -0.326, -0.835, 1.623, -0.284, 0.199, 0.324, 0.316, 0.290, 0.333, 0.169, 0.159, 0.158, -0.806, 0.741, -0.682, 0.303, 0.305, 0.310], "gap_ev": [6.5, 6.5], "charge": 1, "energy_ha": -861.721083, "multiplicity": 1}

***

(8)
{"formula": "C49H62AsN3O2PSSi3Tc", "method": "ωB97M-V/def2-TZVPD", "elements": ["Tc", "C", "C", "C", "C", "C", "C", "P", "C", "C", "C", "C", "C", "C", "C", "C", "C", "C", "C", "C", "H", "H", "H", "H", "H", "H", "H", "H", "H", "H", "H", "H", "H", "H", "C", "N", "C", "C", "N", "C", "S", "C", "C", "C", "C", "C", "N", "H", "H", "H", "H", "H", "H", "H", "H", "H", "C", "Si", "C", "C", "As", "Si", "C", "C", "C", "H", "H", "H", "H", "H", "H", "H", "H", "H", "H", "H", "H", "H", "H", "H", "H", "H", "H", "O", "H", "H", "C", "C", "C", "C", "Si", "O", "C", "C", "C", "C", "C", "C", "C", "C", "C", "C", "C", "C", "H", "H", "H", "H", "H", "H", "H", "H", "H", "H", "H", "H", "H", "H", "H", "H", "H", "H", "H"], "coordinates": [[0.30, 0.31, 0.41], [4.17, -2.86, 3.85], [2.88, -3.20, 3.51], [1.97, -2.22, 3.16], [2.33, -0.88, 3.18], [3.64, -0.54, 3.51], [4.55, -1.52, 3.84], [1.07, 0.34, 2.69], [-0.12, 0.31, 4.08], [-0.10, -0.58, 5.14], [-1.04, -0.48, 6.15], [-2.01, 0.51, 6.10], [-2.03, 1.41, 5.04], [-1.09, 1.30, 4.04], [1.87, 1.92, 3.17], [2.20, 2.08, 4.52], [2.78, 3.24, 4.97], [3.06, 4.26, 4.07], [2.74, 4.11, 2.74], [2.13, 2.95, 2.27], [4.89, -3.62, 4.13], [2.58, -4.24, 3.52], [0.95, -2.50, 2.90], [3.96, 0.50, 3.52], [5.56, -1.25, 4.10], [0.65, -1.35, 5.20], [-1.02, -1.17, 6.98], [-2.73, 0.59, 6.90], [-2.77, 2.19, 5.01], [-1.10, 2.01, 3.21], [2.00, 1.27, 5.21], [3.01, 3.35, 6.02], [3.53, 5.17, 4.40], [2.96, 4.90, 2.05], [-4.86, 1.08, 0.71], [-3.88, 2.13, 0.68], [-4.10, 3.46, 0.50], [-2.89, 4.07, 0.49], [-1.91, 3.11, 0.67], [-2.55, 1.92, 0.76], [-1.97, 0.33, 0.89], [-0.50, 3.38, 0.63], [-0.13, 4.71, 0.47], [1.18, 5.00, 0.00], [2.11, 4.03, 0.03], [1.78, 2.78, 0.79], [0.38, 2.38, 0.63], [-5.85, 1.50, 0.56], [-4.82, 0.56, 1.67], [-4.66, 0.36, -0.09], [-5.08, 3.87, 0.39], [-2.69, 5.11, 0.33], [-0.83, 5.51, 0.56], [1.37, 5.97, -0.43], [3.09, 4.14, -0.40], [2.40, 1.97, 0.42], [2.05, -4.25, -1.69], [0.18, -3.77, -1.73], [-0.78, -5.41, -1.40], [-0.30, -3.22, -3.50], [0.05, -2.22, 0.16], [-1.52, -3.35, 1.57], [-2.04, -2.36, 3.12], [-0.67, -4.95, 2.24], [-3.17, -3.68, 0.67], [2.32, -4.90, -2.51], [2.28, -4.77, -0.76], [2.68, -3.37, -1.74], [-0.26, -6.24, -1.88], [-1.78, -5.37, -1.82], [-0.86, -5.64, -0.34], [-0.16, -4.04, -4.19], [0.31, -2.39, -3.84], [-1.34, -2.91, -3.55], [-1.38, -2.52, 3.96], [-3.04, -2.64, 3.43], [-2.07, -1.29, 2.92], [-0.42, -4.83, 3.29], [0.24, -5.17, 1.70], [-1.33, -5.81, 2.17], [-3.66, -2.74, 0.46], [-3.84, -4.26, 1.31], [-3.05, -4.21, -0.27], [2.82, -0.11, 0.15], [3.22, 0.11, -0.70], [3.05, -1.02, 0.36], [1.36, 3.08, -3.25], [-0.05, 2.56, -3.57], [-1.06, 3.30, -2.70], [-0.37, 2.87, -5.03], [-0.11, 0.67, -3.13], [0.04, 0.46, -1.56], [1.39, -0.19, -3.92], [1.69, -0.14, -5.28], [2.85, -0.70, -5.78], [3.76, -1.31, -4.93], [3.46, -1.40, -3.58], [2.29, -0.86, -3.09], [-1.75, -0.12, -3.68], [-2.66, -0.59, -2.73], [-3.87, -1.15, -3.11], [-4.19, -1.26, -4.45], [-3.30, -0.81, -5.41], [-2.09, -0.25, -5.02], [1.43, 4.15, -3.44], [2.10, 2.57, -3.87], [1.61, 2.90, -2.20], [-0.99, 4.38, -2.85], [-0.89, 3.08, -1.66], [-2.08, 2.99, -2.95], [-0.34, 3.94, -5.19], [-1.36, 2.51, -5.28], [0.36, 2.41, -5.70], [1.01, 0.35, -5.95], [3.07, -0.63, -6.84], [4.68, -1.72, -5.31], [4.16, -1.90, -2.91], [2.02, -0.98, -2.05], [-2.40, -0.52, -1.68], [-4.55, -1.52, -2.36], [-5.13, -1.70, -4.75], [-3.54, -0.90, -6.46], [-1.40, 0.08, -5.78]], "mulliken_charge": [-1.224, -0.742, -1.217, -0.179, 0.433, -0.787, -0.852, 3.817, -0.081, -0.239, -0.505, -0.801, -0.864, -0.576, -0.770, 0.053, -0.963, -1.062, -0.537, -0.465, 0.424, 0.510, 0.292, 0.474, 0.463, 0.516, 0.482, 0.421, 0.522, 0.450, 0.551, 0.476, 0.448, 0.540, -0.834, 0.383, -1.330, -0.253, 1.148, -0.471, -0.323, -0.224, -1.818, -0.312, -1.481, 1.600, 1.484, 0.378, 0.327, 0.239, 0.560, 0.544, 0.497, 0.521, 0.431, -0.209, -0.985, 0.748, -1.251, -0.447, 0.311, 1.075, -0.912, -1.601, -1.005, 0.422, 0.374, 0.043, 0.424, 0.324, 0.216, 0.619, -0.159, 0.100, 0.203, 0.537, -0.060, 0.493, 0.360, 0.422, 0.121, 0.417, 0.266, -0.694, 0.191, 0.257, -1.543, 2.401, -1.325, -2.010, -3.562, 2.911, -0.097, -0.478, -0.814, -0.852, -0.684, 1.433, 0.649, 0.874, -0.731, -0.741, -0.964, -0.411, 0.533, 0.407, -0.115, 0.546, -0.094, 0.404, 0.530, 0.375, 0.360, 0.094, 0.444, 0.386, 0.440, 0.298, 0.080, 0.436, 0.394, 0.448, 0.296], "gap_ev": [3.9, 5.4], "charge": 1, "energy_ha": -6143.660118, "multiplicity": 2, "s2": 1.05}